#P
Molecular formula: C3H8OSi
Method: DFT, wB97M-V/def2-TZVPD

Positions of all 13 atoms, in Å:
Si (0.410, -0.746, -0.133)
O (0.081, -1.292, 1.255)
C (0.309, 1.678, 1.263)
C (-0.575, 0.756, 0.497)
C (-0.252, -1.543, -1.682)
H (1.303, 1.917, 1.022)
H (1.656, -0.007, -0.563)
H (-1.324, -1.672, -1.789)
H (0.009, -2.582, -1.825)
H (-1.635, 0.501, 0.827)
H (-0.024, -1.052, -2.621)
H (-0.157, 2.647, 1.316)
H (0.198, 1.395, 2.435)

The value obtained for the orbital gap is 8.71 eV. The LUMO energy is -1.1 eV. As for the total charge: 0.

#Q
Molecular formula: C3H8OSi
Method: DFT, wB97M-V/def2-TZVPD

Positions of all 13 atoms, in Å:
Si (1.617, -0.318, 0.455)
O (-0.098, 1.841, -0.205)
C (-1.554, -0.560, 0.740)
C (0.168, 0.257, -0.726)
C (-1.110, -0.380, -0.467)
H (-2.265, -1.365, 0.743)
H (0.377, 0.325, -1.822)
H (-1.598, -0.748, -1.295)
H (-1.057, -0.039, 1.484)
H (-0.278, 2.392, -0.941)
H (1.506, -1.785, 0.091)
H (1.191, 0.075, 1.840)
H (3.100, 0.306, 0.102)

The value obtained for the orbital gap is 10.41 eV. As for the SMILES: C=C[C@@H](O)[SiH3]. The LUMO energy is 0.8 eV. As for the total charge: 0.

Least stable = #Q

#P
Molecular formula: C2H4ClOP
Method: DFT, wB97M-V/def2-TZVPD

Positions of all 9 atoms, in Å:
Cl (2.945, 0.211, -0.271)
P (-0.438, -0.315, -0.122)
O (-0.256, -1.344, 0.900)
C (1.592, 0.840, 0.557)
C (-2.167, -0.265, -0.749)
H (1.624, 1.849, 0.519)
H (-2.062, 0.055, -1.799)
H (-2.481, -1.283, -0.533)
H (1.243, 0.252, 1.499)

The value obtained for the orbital gap (alpha / beta) is 7.12 / 7.15 eV. The LUMO energy (alpha / beta) is -1.7 / -1.7 eV. As for the total charge: 0.

#Q
Molecular formula: C2H4ClOP
Method: DFT, wB97M-V/def2-TZVPD

Positions of all 9 atoms, in Å:
Cl (-3.783, -1.230, 0.007)
P (-2.525, 0.620, -0.049)
O (-3.426, 1.756, 0.099)
C (-0.817, 0.857, 0.113)
C (0.044, -0.363, 0.015)
H (-0.480, 1.869, 0.024)
H (-0.540, -1.189, -0.389)
H (0.915, -0.222, -0.614)
H (0.393, -0.686, 1.000)

The value obtained for the orbital gap (alpha / beta) is 7.71 / 7.72 eV. The LUMO energy (alpha / beta) is -1.4 / -1.4 eV. As for the total charge: 0.

Least stable = #P

#P
Molecular formula: C5H4N2
Method: DFT, wB97M-V/def2-TZVPD

Positions of all 11 atoms, in Å:
N (0.056, -0.934, 1.869)
N (-0.058, 0.253, 1.275)
C (0.453, -1.113, -0.357)
C (-0.644, 2.147, -1.619)
C (0.160, 0.204, -0.066)
C (0.368, -1.770, 0.885)
C (-0.166, 1.296, -0.914)
H (-0.355, 1.058, 1.804)
H (-1.240, 2.789, -2.227)
H (0.644, -1.522, -1.339)
H (0.510, -2.820, 1.100)

The value obtained for the orbital gap is 10.04 eV. As for the SMILES: C#Cc1ccn[nH]1. The LUMO energy is 1.0 eV. As for the total charge: 0.

#Q
Molecular formula: C5H4N2
Method: DFT, wB97M-V/def2-TZVPD

Positions of all 11 atoms, in Å:
N (-1.838, 0.907, -0.811)
N (-2.168, -0.179, -0.293)
C (2.703, -0.804, 0.165)
C (0.146, -0.693, 0.734)
C (-0.539, 1.387, -0.480)
C (0.089, 0.544, 0.308)
C (1.503, -0.683, 0.262)
H (-3.106, -0.396, -0.633)
H (3.670, -1.205, 0.000)
H (-0.228, 2.348, -0.853)
H (-0.233, -1.226, 1.601)

The value obtained for the orbital gap (alpha / beta) is 8.10 / 8.10 eV. The LUMO energy (alpha / beta) is -0.3 / -0.3 eV. As for the total charge: 0.

#R
Molecular formula: C5H4N2
Method: DFT, wB97M-V/def2-TZVPD

Positions of all 11 atoms, in Å:
N (-1.834, 1.366, -0.224)
N (-2.137, 0.300, 0.606)
C (0.058, 0.140, 0.022)
C (-0.578, 1.323, -0.551)
C (1.436, -0.274, 0.009)
C (-1.043, -0.343, 0.878)
C (2.393, -0.970, -0.212)
H (3.205, -1.623, -0.432)
H (-0.987, -1.168, 1.568)
H (-0.130, 2.079, -1.188)
H (-0.385, -0.827, -0.476)

The value obtained for the orbital gap is 10.53 eV. As for the SMILES: C#CC1C=NN=C1. The LUMO energy is 0.5 eV. As for the total charge: 0.

#S
Molecular formula: C5H4N2
Method: DFT, wB97M-V/def2-TZVPD

Positions of all 11 atoms, in Å:
N (0.973, -0.073, -0.586)
N (-1.222, -0.135, -0.260)
C (0.358, -0.854, -1.583)
C (-0.046, 0.359, 0.270)
C (-1.007, -0.812, -1.321)
C (0.043, 0.865, 1.687)
C (-0.221, 1.408, 2.784)
H (1.134, -1.528, -2.020)
H (-1.967, -1.030, -2.003)
H (1.967, -0.264, -0.480)
H (-0.013, 2.064, 3.512)

The value obtained for the orbital gap is 9.14 eV. As for the SMILES: C#Cc1ncc[nH]1. The LUMO energy is 0.7 eV. As for the total charge: 0.

Least stable = #Q

#P
Molecular formula: C5H10N
Method: DFT, wB97M-V/def2-TZVPD

Positions of all 16 atoms, in Å:
N (-1.051, -0.868, 0.052)
C (2.672, -0.187, 0.053)
C (0.169, 1.244, -0.158)
C (-2.395, -0.316, 0.270)
C (1.495, -0.780, -0.133)
C (0.134, -0.216, -0.013)
H (-0.841, 1.765, 0.222)
H (0.269, 1.559, -1.296)
H (2.849, 0.907, 0.463)
H (-2.794, 0.529, -0.365)
H (1.463, -1.750, -0.571)
H (-0.997, -1.827, 0.086)
H (-3.087, -1.117, -0.099)
H (-2.496, 0.133, 1.236)
H (1.069, 1.607, 0.329)
H (3.543, -0.683, -0.075)

The value obtained for the orbital gap is 9.93 eV. As for the SMILES: C=C/C(C)=[NH+]/C. The LUMO energy is -5.2 eV. As for the total charge: +1.

#Q
Molecular formula: C5H10N
Method: DFT, wB97M-V/def2-TZVPD

Positions of all 16 atoms, in Å:
N (-0.415, 1.082, -0.834)
C (1.150, -1.972, 0.046)
C (1.001, 0.718, -1.171)
C (-0.998, 0.359, 1.477)
C (-0.763, -0.097, 0.051)
C (0.515, -0.863, -0.163)
H (0.728, -2.794, 0.607)
H (-1.005, 1.154, -1.667)
H (-0.164, 0.951, 1.846)
H (1.194, 0.503, -2.209)
H (-1.915, 0.941, 1.535)
H (1.755, 1.297, -0.665)
H (-1.643, -0.626, -0.331)
H (-0.479, 1.970, -0.323)
H (-1.105, -0.504, 2.127)
H (2.147, -2.120, -0.328)

The value obtained for the orbital gap is 11.20 eV. The LUMO energy is -3.5 eV. As for the total charge: +1.

Least stable = #Q

#P
Molecular formula: C4H8NS
Method: DFT, wB97M-V/def2-TZVPD

Positions of all 14 atoms, in Å:
S (-1.346, 0.638, -0.332)
N (1.204, 0.707, -0.019)
C (-2.841, 0.404, 0.403)
C (0.993, -0.648, -0.463)
C (-0.446, -0.953, -0.086)
C (2.350, 1.169, 0.220)
H (3.158, 0.413, 0.396)
H (-1.163, -1.678, -0.500)
H (-3.647, 1.017, 0.041)
H (0.996, -0.497, -1.582)
H (-3.291, -0.511, 0.878)
H (1.805, -1.244, -0.072)
H (2.610, 2.178, 0.150)
H (-0.381, -0.994, 0.964)

The value obtained for the orbital gap (alpha / beta) is 7.55 / 7.56 eV. The LUMO energy (alpha / beta) is -6.3 / -6.3 eV. As for the total charge: +1.

#Q
Molecular formula: C4H8NS
Method: DFT, wB97M-V/def2-TZVPD

Positions of all 14 atoms, in Å:
S (-2.363, -1.438, 0.401)
N (-0.055, -0.259, -0.142)
C (0.954, 2.081, -0.375)
C (-0.697, -2.337, 0.724)
C (-1.386, 0.067, -0.200)
C (0.310, -1.330, 0.400)
H (1.296, -1.520, 0.520)
H (-1.802, 0.295, -1.107)
H (1.450, 1.799, 0.536)
H (-0.825, -2.576, 1.802)
H (-0.736, -3.152, 0.027)
H (1.391, 1.657, -1.240)
H (-1.666, 0.971, 0.380)
H (0.342, 2.980, -0.510)

The value obtained for the orbital gap (alpha / beta) is 5.00 / 5.01 eV. The LUMO energy (alpha / beta) is -7.6 / -7.6 eV. As for the total charge: +1.

#R
Molecular formula: C4H8NS
Method: DFT, wB97M-V/def2-TZVPD

Positions of all 14 atoms, in Å:
S (-3.107, 0.022, -0.656)
N (0.672, -0.457, 0.282)
C (0.636, 0.816, -0.359)
C (2.107, 1.026, -0.413)
C (1.425, 0.625, 0.845)
C (0.150, -1.583, 0.705)
H (1.188, 1.052, 1.854)
H (2.249, 2.154, -0.495)
H (-4.110, -0.762, -0.161)
H (2.872, 0.349, -0.860)
H (-0.246, 1.293, -0.723)
H (-3.676, -0.335, -1.822)
H (0.413, -2.000, 1.723)
H (-0.571, -2.198, 0.079)

The value obtained for the orbital gap is 8.37 eV. The LUMO energy is -4.8 eV. As for the total charge: +1.

Least stable = #Q

#P
Molecular formula: C4H8NS
Method: DFT, wB97M-V/def2-TZVPD

Positions of all 14 atoms, in Å:
S (1.517, -3.068, 2.632)
N (-0.444, 0.409, -0.427)
C (-0.787, 2.176, -1.566)
C (0.350, 1.372, -1.051)
C (-0.707, -0.862, -0.432)
C (-0.669, 1.734, -0.090)
H (-0.254, -1.530, -1.104)
H (2.444, -3.819, 2.091)
H (1.446, 1.374, -1.182)
H (-1.475, 1.604, -2.202)
H (1.224, -3.557, 3.922)
H (-1.458, -1.135, 0.321)
H (-0.779, 2.074, 0.889)
H (-0.408, 3.228, -1.801)

The value obtained for the orbital gap is 7.65 eV. The LUMO energy is -4.8 eV. As for the total charge: +1.

#Q
Molecular formula: C4H8NS
Method: DFT, wB97M-V/def2-TZVPD

Positions of all 14 atoms, in Å:
S (3.592, 0.202, 0.052)
N (-1.628, 0.982, 0.130)
C (-0.248, -1.146, 0.356)
C (0.713, -0.003, 0.351)
C (2.204, -0.254, -0.558)
C (-0.560, 0.099, -0.415)
H (2.019, -0.744, -1.498)
H (-0.805, -1.360, 1.255)
H (0.002, -2.033, -0.206)
H (0.912, 0.589, 1.226)
H (-1.581, 1.918, -0.294)
H (-1.507, 1.079, 1.148)
H (-0.555, 0.089, -1.496)
H (-2.559, 0.581, -0.050)

The value obtained for the orbital gap is 8.36 eV. As for the SMILES: [NH3+][C@@H]1C[C@H]1C=S. The LUMO energy is -3.9 eV. As for the total charge: +1.

Least stable = #P

#P
Molecular formula: C3H7N4
Method: DFT, wB97M-V/def2-TZVPD

Positions of all 14 atoms, in Å:
N (-1.490, -0.274, 1.645)
N (1.744, 3.417, -0.982)
N (0.192, 0.398, -0.357)
N (0.398, 1.499, -0.861)
C (0.850, 2.700, -0.504)
C (-0.388, -0.624, 0.055)
C (-0.124, -1.809, -0.738)
H (-2.346, -0.032, 1.113)
H (1.811, 4.438, -1.019)
H (0.106, 2.926, 0.318)
H (0.172, -1.434, -1.671)
H (-1.063, -2.367, -0.847)
H (-1.784, -1.159, 2.108)
H (0.638, -2.397, -0.260)

The value obtained for the orbital gap (alpha / beta) is 7.52 / 7.52 eV. The LUMO energy (alpha / beta) is -6.9 / -6.9 eV. As for the total charge: +1.

#Q
Molecular formula: C3H7N4
Method: DFT, wB97M-V/def2-TZVPD

Positions of all 14 atoms, in Å:
N (-2.303, 0.600, 0.656)
N (-1.664, 0.050, -0.329)
N (-1.290, -1.112, -0.305)
N (0.756, -1.732, 0.370)
C (1.261, 0.453, -0.721)
C (-0.471, -1.994, -0.024)
C (1.511, -0.678, 0.145)
H (2.166, 0.636, -1.437)
H (-0.713, -3.053, -0.100)
H (-2.734, 1.539, 0.564)
H (2.499, -0.962, 0.512)
H (0.337, 0.224, -1.298)
H (-2.420, 0.081, 1.538)
H (1.150, 1.314, -0.090)

The value obtained for the orbital gap is 9.42 eV. As for the SMILES: C/C=N\C=N/N=[NH2+]. The LUMO energy is -5.0 eV. As for the total charge: +1.

Least stable = #P